1.
Density functional theory data (ωB97M-V with the def2-TZVPD basis set) for C17H17Cl2N3O6S2 in the gas phase at a distorted geometry.

Summary:
HOMO-LUMO gap: 9.258 eV
E_tot: -2990.441121 a.u.
Net charge: 0

Last columns: bonded neighbours and bond lengths (Å).
Geometry (Å):
1 O 1.478 2.197 -1.235  C2 1.215
2 C 0.835 1.702 -2.139  O1 1.215, N3 1.369, C16 1.486
3 N 1.292 1.712 -3.429  C2 1.369, N4 1.396, H31 1.012
4 N 2.649 1.936 -3.666  N3 1.396, S5 1.714, H32 1.016
5 S 3.512 0.469 -3.471  N4 1.714, O6 1.433, O7 1.423, C8 1.802
6 O 2.695 -0.498 -4.142  S5 1.433
7 O 4.849 0.677 -3.912  S5 1.423
8 C 3.439 0.110 -1.706  S5 1.802, C9 1.381, C14 1.385
9 C 2.622 -0.918 -1.278  C8 1.381, C10 1.387, H33 1.078
10 C 2.464 -1.150 0.080  C9 1.387, C11 1.385, H34 1.079
11 C 3.136 -0.353 0.993  C10 1.385, C12 1.389, H35 1.079
12 C 3.964 0.673 0.559  C11 1.389, Cl13 1.712, C14 1.396
13 Cl 4.784 1.656 1.696  C12 1.712
14 C 4.112 0.920 -0.807  C8 1.385, C12 1.396, Cl15 1.709
15 Cl 5.073 2.213 -1.376  C14 1.709
16 C -0.483 1.043 -1.946  C2 1.486, C17 1.391, C30 1.392
17 C -1.536 1.124 -2.851  C16 1.391, C18 1.386, H36 1.080
18 C -2.712 0.429 -2.609  C17 1.386, C19 1.387, H37 1.079
19 C -2.835 -0.367 -1.481  C18 1.387, C20 1.382, H38 1.078
20 C -1.781 -0.443 -0.590  C19 1.382, S21 1.792, C30 1.378
21 S -1.901 -1.492 0.859  C20 1.792, O22 1.439, O23 1.432, N24 1.676
22 O -0.561 -1.810 1.275  S21 1.439
23 O -2.802 -2.569 0.579  S21 1.432
24 N -2.663 -0.440 1.918  S21 1.676, C25 1.452, C29 1.451
25 C -3.688 -1.018 2.769  N24 1.452, C26 1.530, H39 1.089, H40 1.094
26 C -3.052 -1.678 3.995  C25 1.530, O27 1.411, H41 1.091, H42 1.101
27 O -2.247 -0.760 4.702  C26 1.411, C28 1.411
28 C -1.209 -0.258 3.890  O27 1.411, C29 1.532, H43 1.091, H44 1.099
29 C -1.772 0.442 2.649  N24 1.451, C28 1.532, H45 1.089, H46 1.095
30 C -0.618 0.264 -0.801  C16 1.392, C20 1.378, H47 1.078
31 H 0.912 1.063 -4.108  N3 1.012
32 H 2.989 2.676 -3.058  N4 1.016
33 H 2.115 -1.512 -2.022  C9 1.078
34 H 1.795 -1.920 0.430  C10 1.079
35 H 3.013 -0.516 2.052  C11 1.079
36 H -1.443 1.741 -3.732  C17 1.080
37 H -3.529 0.500 -3.310  C18 1.079
38 H -3.725 -0.943 -1.286  C19 1.078
39 H -4.229 -1.753 2.175  C25 1.089
40 H -4.361 -0.213 3.077  C25 1.094
41 H -3.815 -2.018 4.698  C26 1.091
42 H -2.447 -2.535 3.662  C26 1.101
43 H -0.649 0.443 4.511  C28 1.091
44 H -0.552 -1.077 3.565  C28 1.099
45 H -0.966 0.743 1.981  C29 1.089
46 H -2.349 1.324 2.945  C29 1.095
47 H 0.200 0.184 -0.103  C30 1.078

=====

2.
Density functional theory data (ωB97M-V with the def2-TZVPD basis set) for 10 unconnected molecules or ions with the total composition C38H63BO22P.

Summary:
HOMO-LUMO gap: 4.876 eV
E_tot: -3507.438010 a.u.
Net charge: -1

Last columns: bonded neighbours and bond lengths (Å).
Geometry (Å):
1 O -1.608 1.811 -2.433  B2 1.367, H9 0.959
2 B -2.210 2.201 -1.270  O1 1.367, O3 1.377, C4 1.562
3 O -1.646 3.300 -0.662  B2 1.377, H10 0.965
4 C -3.464 1.542 -0.610  B2 1.562, C5 1.514, O8 1.414, H11 1.084
5 C -3.923 0.197 -1.130  C4 1.514, O6 1.391, H12 1.090, H13 1.087
6 O -5.298 0.133 -0.929  C5 1.391, P7 1.769
7 P -5.990 1.666 -1.476  O6 1.769, O8 1.802, H14 1.456, H15 1.458, H16 1.467, H17 1.400
8 O -4.467 2.477 -0.957  C4 1.414, P7 1.802
9 H -1.812 0.887 -2.589  O1 0.959
10 H -2.277 3.607 0.000  O3 0.965
11 H -3.306 1.485 0.461  C4 1.084
12 H -3.503 -0.681 -0.639  C5 1.090
13 H -3.620 0.148 -2.173  C5 1.087
14 H -7.248 1.001 -1.781  P7 1.456
15 H -6.462 2.020 -0.143  P7 1.458
16 H -6.387 2.969 -2.022  P7 1.467
17 H -5.503 1.345 -2.749  P7 1.400
18 O 3.165 5.877 -3.852  C19 1.199
19 C 2.524 5.120 -3.177  O18 1.199, O20 1.340, C23 1.522
20 O 1.451 4.460 -3.633  C19 1.340, C21 1.465
21 C 0.839 3.684 -2.551  O20 1.465, C22 1.519, H24 1.086, H25 1.082
22 C 1.950 3.499 -1.532  C21 1.519, C23 1.531, H26 1.085, H27 1.089
23 C 2.772 4.778 -1.716  C19 1.522, C22 1.531, H28 1.091, H29 1.086
24 H -0.005 4.241 -2.153  C21 1.086
25 H 0.475 2.743 -2.942  C21 1.082
26 H 1.580 3.338 -0.525  C22 1.085
27 H 2.561 2.640 -1.805  C22 1.089
28 H 2.410 5.602 -1.100  C23 1.091
29 H 3.830 4.612 -1.534  C23 1.086
30 O -2.531 -1.605 1.048  C31 1.197
31 C -1.401 -1.211 1.074  O30 1.197, O32 1.346, C35 1.518
32 O -1.072 0.090 0.969  C31 1.346, C33 1.453
33 C 0.370 0.255 0.922  O32 1.453, C34 1.519, H36 1.089, H37 1.086
34 C 0.913 -1.007 1.568  C33 1.519, C35 1.532, H38 1.073, H39 1.090
35 C -0.141 -2.050 1.184  C31 1.518, C34 1.532, H40 1.091, H41 1.086
36 H 0.676 0.364 -0.118  C33 1.089
37 H 0.651 1.154 1.463  C33 1.086
38 H 1.908 -1.249 1.247  C34 1.073
39 H 0.929 -0.889 2.652  C34 1.090
40 H 0.063 -2.505 0.214  C35 1.091
41 H -0.265 -2.822 1.938  C35 1.086
42 O -0.065 -2.823 -2.004  C43 1.196
43 C -0.362 -2.381 -3.075  O42 1.196, O44 1.345, C47 1.519
44 O -1.580 -2.570 -3.614  C43 1.345, C45 1.443
45 C -1.621 -2.024 -4.948  O44 1.443, C46 1.525, H48 1.093, H49 1.086
46 C -0.500 -0.992 -4.994  C45 1.525, C47 1.529, H50 1.085, H51 1.091
47 C 0.522 -1.598 -4.030  C43 1.519, C46 1.529, H52 1.089, H53 1.085
48 H -1.463 -2.841 -5.657  C45 1.093
49 H -2.602 -1.593 -5.124  C45 1.086
50 H -0.115 -0.815 -5.993  C46 1.085
51 H -0.857 -0.040 -4.598  C46 1.091
52 H 1.198 -2.292 -4.528  C47 1.089
53 H 1.089 -0.840 -3.501  C47 1.085
54 O -3.021 -4.688 3.743  C55 1.194
55 C -4.113 -4.348 3.401  O54 1.194, O56 1.358, C59 1.516
56 O -5.152 -5.221 3.349  C55 1.358, C57 1.443
57 C -6.317 -4.567 2.803  O56 1.443, C58 1.523, H60 1.091, H61 1.087
58 C -6.089 -3.079 3.037  C57 1.523, C59 1.531, H62 1.087, H63 1.091
59 C -4.564 -2.978 2.936  C55 1.516, C58 1.531, H64 1.088, H65 1.083
60 H -6.385 -4.813 1.742  C57 1.091
61 H -7.203 -4.943 3.308  C57 1.087
62 H -6.621 -2.445 2.333  C58 1.087
63 H -6.413 -2.809 4.043  C58 1.091
64 H -4.233 -2.822 1.912  C59 1.088
65 H -4.159 -2.202 3.575  C59 1.083
66 O -3.941 1.405 -4.367  C67 1.184
67 C -4.275 1.916 -5.381  O66 1.184, O68 1.366, C71 1.522
68 O -5.378 1.523 -6.085  C67 1.366, C69 1.433
69 C -5.468 2.256 -7.313  O68 1.433, C70 1.527, H72 1.094, H73 1.087
70 C -4.658 3.531 -7.087  C69 1.527, C71 1.531, H74 1.089, H75 1.089
71 C -3.575 3.047 -6.119  C67 1.522, C70 1.531, H76 1.091, H77 1.084
72 H -5.054 1.640 -8.117  C69 1.094
73 H -6.515 2.456 -7.529  C69 1.087
74 H -4.274 3.966 -8.009  C70 1.089
75 H -5.279 4.279 -6.596  C70 1.089
76 H -2.708 2.639 -6.641  C71 1.091
77 H -3.261 3.817 -5.423  C71 1.084
78 O 2.779 0.986 3.930  C79 1.191
79 C 2.286 0.661 4.964  O78 1.191, O80 1.353, C83 1.521
80 O 1.077 0.056 5.024  C79 1.353, C81 1.439
81 C 0.676 -0.127 6.394  O80 1.439, C82 1.525, H84 1.092, H85 1.086
82 C 1.974 -0.093 7.195  C81 1.525, C83 1.530, H86 1.087, H87 1.083
83 C 2.830 0.869 6.369  C79 1.521, C82 1.530, H88 1.091, H89 1.084
84 H -0.005 0.683 6.666  C81 1.092
85 H 0.147 -1.070 6.488  C81 1.086
86 H 1.833 0.214 8.228  C82 1.087
87 H 2.433 -1.073 7.200  C82 1.083
88 H 2.674 1.910 6.653  C83 1.091
89 H 3.886 0.626 6.414  C83 1.084
90 O 3.135 -0.011 -0.071  C91 1.189
91 C 4.048 -0.691 -0.414  O90 1.189, O92 1.360, C95 1.518
92 O 5.084 -0.199 -1.145  C91 1.360, C93 1.439
93 C 5.983 -1.262 -1.510  O92 1.439, C94 1.525, H96 1.093, H97 1.087
94 C 5.735 -2.367 -0.488  C93 1.525, C95 1.532, H98 1.087, H99 1.090
95 C 4.247 -2.178 -0.177  C91 1.518, C94 1.532, H100 1.090, H101 1.085
96 H 5.747 -1.578 -2.529  C93 1.093
97 H 7.003 -0.888 -1.486  C93 1.087
98 H 5.991 -3.358 -0.857  C94 1.087
99 H 6.326 -2.181 0.409  C94 1.090
100 H 3.607 -2.725 -0.869  C95 1.090
101 H 3.997 -2.439 0.845  C95 1.085
102 O 4.299 -0.834 9.157  C103 1.190
103 C 3.693 -1.681 9.734  O102 1.190, O104 1.359, C107 1.520
104 O 2.708 -2.420 9.160  C103 1.359, C105 1.445
105 C 2.095 -3.272 10.154  O104 1.445, C106 1.524, H108 1.091, H109 1.085
106 C 3.134 -3.420 11.260  C105 1.524, C107 1.528, H110 1.087, H111 1.089
107 C 3.849 -2.071 11.194  C103 1.520, C106 1.528, H112 1.090, H113 1.084
108 H 1.180 -2.790 10.503  C105 1.091
109 H 1.838 -4.220 9.694  C105 1.085
110 H 2.699 -3.649 12.229  C106 1.087
111 H 3.831 -4.218 11.008  C106 1.089
112 H 3.357 -1.316 11.808  C107 1.090
113 H 4.898 -2.139 11.459  C107 1.084
114 O 2.487 -0.630 -6.158  C115 1.194
115 C 3.166 0.283 -5.797  O114 1.194, O116 1.344, C119 1.521
116 O 3.077 0.792 -4.556  C115 1.344, C117 1.444
117 C 3.910 1.965 -4.435  O116 1.444, C118 1.524, H120 1.091, H121 1.086
118 C 4.964 1.825 -5.528  C117 1.524, C119 1.534, H122 1.087, H123 1.091
119 C 4.180 1.072 -6.610  C115 1.521, C118 1.534, H124 1.090, H125 1.085
120 H 3.274 2.841 -4.567  C117 1.091
121 H 4.345 1.995 -3.440  C117 1.086
122 H 5.374 2.777 -5.854  C118 1.087
123 H 5.790 1.209 -5.171  C118 1.091
124 H 3.639 1.754 -7.266  C119 1.090
125 H 4.802 0.405 -7.198  C119 1.085